Arrangement one

A gas-phase ion, C4H7N2 (charge +1), computed with the ωB97M-V functional and the def2-TZVPD basis.

## Properties
Charge   +1
2S+1   1
Kohn-Sham gap   10.6 eV

Each line ends with the natural charge from an NBO analysis.
Geometry (Å):
C (0.248, 1.399, 0.327)  -0.501
C (-0.795, 0.467, 0.723)  0.129
C (-0.511, -0.835, -0.371)  0.078
C (-0.081, 0.693, -0.992)  0.066
N (-0.515, -0.927, 1.144)  -0.532
N (0.768, -0.601, -1.029)  -0.584
H (0.174, 2.478, 0.468)  0.294
H (1.192, 1.039, 0.607)  0.220
H (-1.723, 0.810, 0.860)  0.246
H (-1.259, -1.288, -1.033)  0.273
H (0.302, -1.188, 1.612)  0.397
H (1.601, -0.948, -0.402)  0.447
H (0.599, -1.098, -1.914)  0.467

***

Arrangement two

A gas-phase ion, C4H7N2 (charge +1), computed with the ωB97M-V functional and the def2-TZVPD basis.

## Properties
Charge   +1
2S+1   1
Kohn-Sham gap   8.4 eV

Each line ends with the natural charge from an NBO analysis.
Geometry (Å):
C (-1.120, 1.193, 0.957)  -0.423
C (-0.226, 1.727, 0.143)  -0.021
C (0.451, -1.336, -0.217)  0.356
C (0.935, -0.261, -0.784)  -0.021
N (-0.071, -2.438, 0.090)  -0.611
N (0.706, 1.058, -0.654)  -0.536
H (-1.222, 0.127, 1.081)  0.183
H (1.770, -0.515, -1.440)  0.294
H (0.199, -2.952, 0.930)  0.438
H (-0.804, -2.869, -0.478)  0.433
H (1.301, 1.659, -1.207)  0.433
H (-1.781, 1.809, 1.532)  0.244
H (-0.138, 2.800, 0.048)  0.231

***

Arrangement three

A gas-phase ion, C4H7N2 (charge +1), computed with the ωB97M-V functional and the def2-TZVPD basis.

## Properties
Charge   +1
2S+1   1
Kohn-Sham gap   10.6 eV

Each line ends with the natural charge from an NBO analysis.
Geometry (Å):
C (0.555, 0.644, 0.197)  0.405
C (0.852, 2.460, -1.274)  0.088
C (-0.712, -1.346, 1.206)  -0.231
C (-0.724, -1.930, -0.142)  -0.177
N (-0.060, -0.603, 0.179)  -0.343
N (1.220, 1.474, -0.563)  -0.382
H (0.641, 0.788, 1.256)  0.216
H (1.690, 3.073, -1.700)  0.229
H (-0.179, 2.816, -1.322)  0.205
H (-1.507, -0.805, 1.524)  0.222
H (-0.258, -2.013, 2.035)  0.252
H (-0.031, -2.775, -0.323)  0.252
H (-1.487, -1.782, -1.072)  0.265

***

Arrangement four

A gas-phase ion, C4H7N2 (charge +1), computed with the ωB97M-V functional and the def2-TZVPD basis.

## Properties
Charge   +1
2S+1   1
Kohn-Sham gap   10.8 eV

Each line ends with the natural charge from an NBO analysis.
Geometry (Å):
C (1.382, -0.271, 1.319)  -0.663
C (0.332, 0.145, 0.343)  0.174
C (-0.358, 1.235, -0.051)  -0.057
N (-1.263, 0.818, -1.023)  -0.444
C (-1.078, -0.459, -1.303)  0.266
N (-0.023, -0.853, -0.585)  -0.460
H (2.099, 0.489, 1.614)  0.267
H (1.001, -0.781, 2.200)  0.258
H (2.002, -0.998, 0.789)  0.240
H (-0.439, 2.255, 0.261)  0.264
H (-1.942, 1.378, -1.522)  0.458
H (-1.809, -1.121, -1.665)  0.251
H (0.097, -1.837, -0.376)  0.446

***

Stability ranking, top and bottom: arrangement four is the most stable and arrangement one is the least stable.

***

Arrangement one

A molecular structure, C4H7N2, computed with the ωB97M-V functional and the def2-TZVPD basis.

## Properties
Charge   +1
2S+1   1
Kohn-Sham gap   9.9 eV

Each line ends with the natural charge from an NBO analysis.
Geometry (Å):
C (0.841, 0.254, -0.230)  0.588
C (-2.162, -0.140, 0.473)  -0.408
C (-1.688, -0.461, -0.702)  0.051
C (1.930, -0.460, 0.329)  -0.770
N (-0.055, 0.289, -1.210)  -0.188
N (0.269, 1.413, -0.114)  -0.415
H (-3.058, -0.556, 0.868)  0.277
H (-1.608, 0.521, 1.112)  0.242
H (-2.116, -0.945, -1.591)  0.261
H (2.815, -0.710, -0.294)  0.337
H (1.680, -1.522, 0.571)  0.314
H (2.370, 0.071, 1.129)  0.281
H (0.782, 2.247, -0.339)  0.429

***

Arrangement two

A gas-phase ion, C4H7N2 (charge +1), computed with the ωB97M-V functional and the def2-TZVPD basis.

## Properties
Charge   +1
2S+1   1
Kohn-Sham gap   10.5 eV

Each line ends with the natural charge from an NBO analysis.
Geometry (Å):
C (0.101, 2.453, -1.649)  0.332
C (0.538, 0.364, -0.134)  0.232
C (-0.460, -1.299, 1.474)  -0.582
C (0.032, -0.970, -0.015)  -0.541
N (-0.868, 1.683, -1.858)  -0.029
N (0.132, 1.250, -0.897)  -0.190
H (0.689, 3.229, -1.831)  0.257
H (1.625, 0.661, 0.288)  0.258
H (-1.353, -0.649, 1.568)  0.224
H (-0.832, -2.407, 1.459)  0.248
H (0.450, -1.231, 2.174)  0.234
H (0.810, -1.798, 0.004)  0.292
H (-0.863, -1.287, -0.583)  0.265

***

Stability ranking, top and bottom: arrangement two is the most stable and arrangement one is the least stable.

***

Arrangement one

A gas-phase ion, C4H7N2 (charge +1), computed with the ωB97M-V functional and the def2-TZVPD basis.

## Properties
Charge   +1
2S+1   1
Kohn-Sham gap (alpha / beta)   8.4 / 8.6 eV

Each line ends with the natural charge from an NBO analysis.
Geometry (Å):
C (1.092, 0.966, -0.457)  -0.402
C (-2.174, -0.563, -0.058)  0.027
C (0.110, -0.114, -0.366)  -0.125
C (1.157, -0.022, 0.663)  -0.415
N (-1.227, 1.521, 0.334)  0.255
N (-1.247, 0.372, -0.037)  -0.148
H (1.821, 0.878, -1.289)  0.271
H (-3.287, -0.202, -0.120)  0.252
H (-1.970, -1.549, 0.159)  0.235
H (0.175, -0.918, -0.980)  0.252
H (0.838, 0.093, 1.762)  0.263
H (0.670, 1.930, -0.308)  0.255
H (1.990, -0.832, 0.748)  0.281

***

Arrangement two

A gas-phase ion, C4H7N2 (charge +1), computed with the ωB97M-V functional and the def2-TZVPD basis.

## Properties
Charge   +1
2S+1   1
Kohn-Sham gap (alpha / beta)   8.0 / 9.9 eV

Each line ends with the natural charge from an NBO analysis.
Geometry (Å):
C (1.420, 0.521, 0.006)  0.003
C (0.508, 1.247, -0.772)  0.038
C (0.683, -0.576, 0.681)  -0.498
C (-0.673, -0.558, 0.180)  -0.264
N (-1.946, 1.477, -1.481)  -0.101
N (-0.626, 0.598, -0.764)  -0.141
H (2.455, 0.792, 0.071)  0.255
H (0.602, 2.219, -1.256)  0.279
H (1.338, -1.569, 0.434)  0.284
H (0.856, -0.611, 1.709)  0.287
H (-0.830, -1.569, -0.330)  0.272
H (-1.361, -0.363, 0.983)  0.257
H (-2.855, 1.013, -1.113)  0.329

***

Arrangement three

A gas-phase ion, C4H7N2 (charge +1), computed with the ωB97M-V functional and the def2-TZVPD basis.

## Properties
Charge   +1
2S+1   1
Kohn-Sham gap (alpha / beta)   7.7 / 7.9 eV

Each line ends with the natural charge from an NBO analysis.
Geometry (Å):
C (-2.298, -0.953, -0.237)  0.364
C (-0.908, -1.199, 0.034)  -0.456
C (-1.884, 1.250, -0.017)  0.465
C (1.004, 0.357, -0.307)  -0.441
N (-2.669, 0.340, 0.013)  -0.390
N (-0.203, -0.065, 0.507)  -0.540
H (-0.652, -1.998, 0.783)  0.321
H (-0.633, -1.675, -0.878)  0.314
H (-1.638, 2.246, -0.074)  0.253
H (1.141, 1.434, -0.608)  0.234
H (1.843, -0.146, 0.102)  0.227
H (0.984, -0.060, -1.242)  0.216
H (0.018, 0.285, 1.397)  0.433

***

Arrangement four

A gas-phase ion, C4H7N2 (charge +1), computed with the ωB97M-V functional and the def2-TZVPD basis.

## Properties
Charge   +1
2S+1   1
Kohn-Sham gap   10.8 eV

Each line ends with the natural charge from an NBO analysis.
Geometry (Å):
C (1.007, 0.386, -1.886)  -0.669
C (0.246, 0.219, -0.614)  0.178
C (-1.070, 0.293, -0.295)  -0.072
N (-1.189, -0.203, 0.987)  -0.438
C (-0.002, -0.487, 1.505)  0.247
N (0.889, -0.240, 0.512)  -0.461
H (2.097, 0.300, -1.829)  0.255
H (0.612, 1.332, -2.286)  0.259
H (0.626, -0.293, -2.676)  0.265
H (-1.923, 0.561, -0.890)  0.262
H (-2.067, -0.202, 1.489)  0.458
H (0.154, -0.946, 2.461)  0.261
H (1.869, -0.138, 0.738)  0.455

***

Stability ranking, top and bottom: arrangement four is the most stable and arrangement three is the least stable.

***

Arrangement one

A single C5H11N molecule, computed with the ωB97M-V functional and the def2-TZVPD basis.

## Properties
Charge   0
2S+1   1
Kohn-Sham gap   10.4 eV

Each line ends with the natural charge from an NBO analysis.
Geometry (Å):
C (-1.704, -0.537, -1.116)  -0.207
C (-0.927, -0.816, 0.160)  -0.443
C (0.345, -0.015, 0.316)  -0.180
C (1.468, -0.321, 0.944)  -0.179
C (2.567, 0.657, 1.256)  -0.635
N (-2.097, 0.854, -1.342)  -0.830
H (-2.612, -1.142, -1.040)  0.187
H (-1.157, -0.977, -1.955)  0.160
H (-0.778, -1.895, 0.204)  0.212
H (-1.527, -0.574, 1.025)  0.215
H (0.204, 0.980, -0.101)  0.167
H (1.528, -1.343, 1.332)  0.188
H (2.319, 1.596, 0.770)  0.208
H (3.500, 0.329, 0.812)  0.215
H (2.606, 0.823, 2.335)  0.218
H (-1.301, 1.478, -1.300)  0.348
H (-2.434, 0.903, -2.301)  0.356

***

Arrangement two

2 unconnected molecules or ions with the total composition C5H11N, computed with the ωB97M-V functional and the def2-TZVPD basis.

## Properties
Charge   0
2S+1   1
Kohn-Sham gap   6.9 eV

Each line ends with the natural charge from an NBO analysis.
Geometry (Å):
C (-2.828, -0.538, -0.309)  -0.607
C (-1.712, 0.464, -0.069)  -0.317
C (-0.230, -0.113, 0.228)  0.128
C (0.422, 0.199, 1.370)  -0.666
C (3.277, 0.024, -0.585)  -0.860
N (-0.213, -0.547, -0.934)  -0.134
H (-3.791, -0.035, -0.214)  0.217
H (-2.801, -1.344, 0.419)  0.221
H (-2.758, -0.966, -1.305)  0.227
H (-1.904, 1.033, 0.835)  0.265
H (-1.702, 1.217, -0.857)  0.228
H (0.009, 1.027, 1.927)  0.208
H (1.162, -0.424, 1.836)  0.234
H (2.930, -0.948, -0.951)  0.208
H (2.492, 0.444, 0.039)  0.228
H (4.166, -0.123, 0.030)  0.209
H (3.481, 0.630, -1.458)  0.212

***

Stability ranking, top and bottom: arrangement one is the most stable and arrangement two is the least stable.